# 1
14
Properties=species:S:1:pos:R:3:nbo_charge:R:1 method="wB97M-V/def2-TZVPD" max_force_ev_per_a=3.5 homo_energy_ev=-8.1 homo_lumo_gap_ev=7.74
C -0.4865 -1.8225 -0.0072 0.2148
C -0.2249 1.9771 -1.2319 -0.5784
H -0.7592 -0.3360 2.7225 0.2112
H 0.7128 -1.3404 -2.1856 0.1186
H -0.8152 2.8576 -1.7195 0.2156
H -0.9700 -2.3809 -0.8626 0.2081
C 0.9258 -0.4349 -1.4599 0.0295
N -0.8464 -1.8450 1.1801 -0.4156
S 0.4924 2.6010 0.0264 0.6725
N 1.0305 1.2140 1.0501 -0.7466
H 1.0017 1.5004 1.9876 0.3875
C -0.3933 -0.6972 1.7688 -0.1227
N 0.3178 -0.6709 -0.3021 -0.4689
C 0.3239 0.0216 0.9113 0.2744

***

# 2
12
Properties=species:S:1:pos:R:3:nbo_charge:R:1 method="wB97M-V/def2-TZVPD" max_force_ev_per_a=2.8 homo_energy_ev=-9.5 smiles="N#C[C@@H]1C[C@@H]1C=O" homo_lumo_gap_ev=10.28
N -2.0459 0.0959 1.0796 -0.4142
H -0.7523 0.7068 1.8035 0.1996
H 1.0379 1.1971 -0.7324 0.2334
C -1.5261 -0.1357 0.0642 0.3394
O 1.4214 1.1936 2.0572 -0.4941
H -0.9684 -0.0127 -2.0456 0.2626
C 0.4229 0.8424 1.5029 0.4580
C -0.6281 -0.2505 -1.0299 -0.3627
C 0.6376 -1.0057 -0.7566 -0.3815
H 0.6087 -1.8628 -0.0888 0.2303
H 1.2592 -1.1639 -1.6415 0.2347
C 0.5330 0.3953 -0.2126 -0.3055

***

# 3
12
Properties=species:S:1:pos:R:3:nbo_charge:R:1 method="wB97M-V/def2-TZVPD" max_force_ev_per_a=0.7 homo_energy_ev=-9.3 homo_lumo_gap_ev=9.39
C 3.1691 -0.6733 0.6118 -0.3193
H -1.1890 0.6816 1.2937 0.3649
H -2.5690 -0.7565 -0.8627 0.2112
H 4.1469 -1.1014 0.6416 0.2471
C -1.6906 -0.4724 -0.2877 -0.1937
H -1.0962 -1.2979 0.1087 0.2063
C 0.4729 0.6484 -0.7537 0.2989
C 2.0791 -0.1735 0.5751 0.3113
C -0.9779 0.7861 -0.7304 -0.2817
O 0.8400 0.2988 0.5043 -0.5230
N -1.8047 0.7386 0.4824 -0.5477
H -1.3808 1.3216 -1.5833 0.2257

***

# 4
12
Properties=species:S:1:pos:R:3:nbo_charge:R:1 method="wB97M-V/def2-TZVPD" max_force_ev_per_a=6.2 homo_energy_ev=-9.8 smiles="C#C[C@H]1CC(=O)N1" homo_lumo_gap_ev=10.41
C 1.7889 -0.1965 -0.0803 -0.0417
C 2.9233 -0.0361 -0.5898 -0.1788
C 0.5676 0.0503 0.6013 -0.1265
H -0.3981 -1.9314 0.5624 0.4180
O -2.3833 -0.2575 -0.7929 -0.5677
H -0.2683 2.1802 -0.5648 0.2655
H 0.7116 0.1170 1.7285 0.2115
N -0.5342 -0.8607 0.5635 -0.6222
H -0.7113 1.7537 1.2062 0.2452
C -1.4417 0.0081 -0.0313 0.6464
H 3.8751 -0.1119 -0.9859 0.2311
C -0.5719 1.1871 0.1754 -0.4808

***

# 5
12
Properties=species:S:1:pos:R:3:nbo_charge:R:1 method="wB97M-V/def2-TZVPD" max_force_ev_per_a=0.6 homo_energy_ev=-10.1 smiles="C#CC(=O)[C@H]1CN1" homo_lumo_gap_ev=10.13
C 2.9864 -0.4652 -0.1813 -0.1247
H -2.1928 -0.7665 -1.2420 0.2059
H -1.7287 0.9556 1.0922 0.3753
C -0.5260 0.4994 -0.4475 -0.1945
O 0.3010 0.3310 1.7565 -0.5142
H -0.2308 0.9134 -1.4068 0.2231
C 0.5470 0.2810 0.5662 0.4928
H 3.9732 -0.8193 -0.3885 0.2408
N -1.8197 0.8932 0.0778 -0.5539
H -1.5427 -1.2569 0.4067 0.2034
C 1.8817 -0.0865 0.1135 -0.1323
C -1.6485 -0.4792 -0.3469 -0.2216

***

# 6
12
Properties=species:S:1:pos:R:3:nbo_charge:R:1 method="wB97M-V/def2-TZVPD" max_force_ev_per_a=1.2 homo_energy_ev=-10.0 smiles="N#C[C@@H]1C[C@@H]1C=O" homo_lumo_gap_ev=10.60
H 1.6248 -1.1416 0.2221 0.1554
O 0.3130 -2.4504 1.0434 -0.4971
H -0.4911 1.0824 1.5049 0.2367
H -1.3053 -1.0679 -0.6307 0.2472
C 1.2562 0.9342 -0.6739 0.2908
C -0.9537 0.7663 0.5760 -0.3670
C -0.1804 0.8538 -0.7082 -0.3472
N 2.3789 0.6673 -0.5716 -0.3359
C 0.5747 -1.4389 0.4397 0.4212
H -2.0067 1.0358 0.4941 0.2357
H -0.6749 1.2696 -1.5861 0.2622
C -0.5356 -0.5107 -0.1097 -0.3022

***

# 7
12
Properties=species:S:1:pos:R:3:nbo_charge:R:1 method="wB97M-V/def2-TZVPD" max_force_ev_per_a=1.9 homo_energy_ev=-9.8 smiles="C#CC(=O)[C@H]1CN1" homo_lumo_gap_ev=9.67
H 0.0438 -1.8631 -1.1603 0.2385
C -0.5436 1.3019 -0.2498 -0.1418
H 0.5172 0.4484 0.9436 0.2245
H 1.9618 -0.5721 0.3410 0.2097
H -0.6484 -1.1935 1.5920 0.3520
H 0.8695 2.9095 0.2339 0.2383
C -0.1328 -1.0900 -0.4049 -0.1998
N 0.0519 -1.5799 0.9647 -0.5383
O -2.0382 0.0080 -1.4914 -0.4678
C 0.8911 -0.4990 0.5062 -0.2457
C 0.0259 2.3613 -0.1160 -0.1626
C -1.0827 0.0324 -0.7571 0.4928

***

# 8
12
Properties=species:S:1:pos:R:3:nbo_charge:R:1 method="wB97M-V/def2-TZVPD" max_force_ev_per_a=2.9 homo_energy_ev=-9.5 smiles="C#C/C(C=C)=N/O" homo_lumo_gap_ev=9.64
C 1.8650 -0.8284 -0.0853 -0.3267
O 0.9265 1.4795 1.3677 -0.5796
C -2.7286 -0.1943 -1.2185 -0.1750
H 2.5242 -0.0148 0.2743 0.2172
C -1.8324 0.0785 -0.4761 -0.0582
H 0.0041 -1.6760 -0.1969 0.2049
C -0.5626 0.3870 0.1090 0.1012
C 0.5087 -0.7177 -0.1679 -0.2451
H -3.7066 -0.5499 -1.6417 0.2544
H 2.2748 -1.7832 -0.3497 0.2008
N -0.3993 1.4524 0.8150 -0.0712
H 1.1260 2.3670 1.5701 0.4775

***

Which ΔE to the lowest compared entry with this formula, charge and spin belongs to each record? In order, 131.1, 78.3, 147.9, 93.1, 71.6, 42.1, 104.6, 112.5 kcal per mole.